This record from OMol25 describes a molecular structure, C29H34IN3PS4Ti. The level of theory is wB97M-V/def2-TZVPD.

Positions of all 73 atoms, in Å:
Ti -0.349 -0.693 0.263
C -2.466 -4.224 1.026
C -1.135 -4.884 0.712
S 0.302 -3.788 0.665
C 0.799 -3.630 2.398
C -0.134 -2.873 3.331
S -0.357 -1.137 2.840
C -2.059 -0.807 3.379
C -2.603 0.455 2.728
S -2.810 0.425 0.927
C -4.304 -0.560 0.663
C -4.179 -2.067 0.832
S -2.665 -2.700 0.065
H -2.557 -3.983 2.085
H -3.275 -4.911 0.774
H -1.168 -5.332 -0.283
H -0.947 -5.700 1.412
H 1.785 -3.160 2.367
H 0.956 -4.632 2.803
H 0.286 -2.884 4.337
H -1.110 -3.352 3.380
H -2.058 -0.683 4.462
H -2.669 -1.676 3.133
H -1.937 1.300 2.916
H -3.568 0.707 3.172
H -4.608 -0.316 -0.357
H -5.096 -0.181 1.311
H -5.045 -2.547 0.377
H -4.176 -2.342 1.887
N 0.084 1.052 0.542
P 0.557 1.863 -0.765
C 0.346 0.653 -2.108
C -0.880 -0.039 -2.115
C -1.068 -1.141 -2.947
C -0.050 -1.545 -3.800
C 1.131 -0.815 -3.853
C 1.333 0.271 -3.012
C -0.468 3.278 -1.146
C -0.258 3.962 -2.345
C -1.055 5.045 -2.664
C -2.060 5.448 -1.790
C -2.267 4.770 -0.600
C -1.472 3.681 -0.276
C 2.266 2.430 -0.713
C 3.355 1.577 -0.898
C 4.648 2.052 -0.765
C 4.871 3.382 -0.435
C 3.797 4.236 -0.239
C 2.501 3.766 -0.382
H -1.734 0.374 -1.581
H -2.021 -1.655 -2.948
H -0.195 -2.394 -4.454
H 1.905 -1.094 -4.555
H 2.264 0.819 -3.072
H 0.530 3.659 -3.026
H -0.896 5.578 -3.592
H -2.680 6.298 -2.040
H -3.044 5.091 0.080
H -1.626 3.150 0.654
H 3.210 0.534 -1.151
H 5.482 1.383 -0.930
H 5.882 3.753 -0.338
H 3.962 5.273 0.017
H 1.674 4.450 -0.243
I 5.531 -3.035 -0.530
C 3.892 -1.971 0.099
C 3.812 -1.055 1.135
N 2.547 -0.612 1.171
N 1.794 -1.173 0.208
C 2.601 -2.003 -0.446
H 4.555 -0.683 1.820
H 2.158 0.161 1.694
H 2.232 -2.596 -1.266

Calculated values
Electronic energy   -118929.9828 eV
Spin multiplicity   2
Highest occupied orbital energy (spin up / spin down)   -13.63 / -13.75 eV
Expectation value of S²   0.756
Charge   +2